A) This record from OMol25 describes an isolated ion of composition C10H11N2 and charge +1. The level of theory is ωB97M-V/def2-TZVPD.

The geometry in ORCA input format:
```
! RIJCOSX wB97M-V def2-TZVPD def2/J DEFGRID3
* xyz 1 1
C 1.110 2.153 0.776
C -0.381 2.449 0.810
C 1.522 1.183 0.003
C -1.152 1.560 0.180
C 0.593 -1.887 0.669
C -0.618 -1.522 1.250
C 1.620 -1.317 -0.026
C -1.614 -0.635 1.106
C 1.824 0.042 -0.557
C -1.573 0.355 -0.035
N 2.528 0.052 -1.768
N -2.399 -0.097 -1.167
H 1.596 2.725 1.587
H -0.856 3.103 1.488
H 0.785 -2.904 0.880
H -0.683 -2.192 2.066
H 2.508 -1.931 -0.186
H -2.470 -0.697 1.727
H 2.921 -0.842 -1.989
H 2.717 0.907 -2.281
H -2.183 0.437 -1.990
H -3.405 0.117 -1.058
H -2.389 -1.057 -1.486
*
```

Results
LUMO (eV): -3.89
HOMO energy (eV): -11.297
Kohn-Sham gap (eV): 7.4


B) This record from OMol25 describes an isolated ion of composition C10H11N2 and charge +1. The level of theory is ωB97M-V/def2-TZVPD.

The geometry in ORCA input format:
```
! RIJCOSX wB97M-V def2-TZVPD def2/J DEFGRID3
* xyz 1 1
C 2.894 0.706 -0.099
C 3.160 -0.648 0.292
C 1.646 1.102 -0.562
C 2.155 -1.607 0.377
C -0.867 0.278 -0.650
C 0.611 0.177 -0.359
C 0.870 -1.068 0.193
C -1.226 2.401 0.864
C -1.674 1.309 0.220
C -1.284 -1.079 -0.170
N -0.382 -1.798 0.372
N -2.611 -1.670 -0.328
H 3.668 1.408 -0.140
H 4.169 -0.901 0.516
H 1.546 2.050 -0.834
H 2.173 -2.573 0.866
H -1.053 0.408 -1.700
H -1.785 2.969 1.512
H -0.357 2.903 0.406
H -2.665 0.789 0.466
H -3.368 -1.193 0.190
H -2.523 -2.616 -0.189
H -3.097 -1.348 -1.243
*
```

Results
LUMO (eV): -3.85
HOMO energy (eV): -12.471
SMILES string: C=C[C@@H]1C([NH3+])=Nc2ccccc21
Kohn-Sham gap (eV): 8.6


Least stable of them? A).


A) This record from OMol25 describes a 2-piece molecular cluster, CH2Cl2N2O2 overall. The level of theory is ωB97M-V/def2-TZVPD.

The geometry in ORCA input format:
```
! RIJCOSX wB97M-V def2-TZVPD def2/J DEFGRID3
* xyz 0 1
C -1.087 -0.373 0.119
N 0.730 0.860 0.999
N -0.253 -0.536 -0.947
O -0.064 0.428 -1.719
O 0.454 -1.513 -0.869
Cl 1.927 -0.060 1.717
Cl 1.207 1.746 -0.280
H -1.898 0.364 0.063
H -1.015 -0.916 0.918
*
```

Results
LUMO (spin up / spin down) (eV): -1.85 / -1.70
HOMO energy (spin up / spin down) (eV): -9.651 / -9.640
Kohn-Sham gap (spin up / spin down) (eV): 7.8 / 7.9


B) This record from OMol25 describes CH2Cl2N2O2 as an isolated structure. The level of theory is ωB97M-V/def2-TZVPD.

The geometry in ORCA input format:
```
! RIJCOSX wB97M-V def2-TZVPD def2/J DEFGRID3
* xyz 0 1
C 1.377 -0.289 -0.840
N -1.736 1.429 0.401
N 0.488 -0.663 0.093
O 0.684 -0.401 1.320
O -0.476 -1.336 -0.324
Cl -2.641 0.151 -0.083
Cl -1.018 1.157 1.799
H 2.243 0.265 -0.585
H 1.079 -0.315 -1.780
*
```

Results
LUMO (spin up / spin down) (eV): -2.54 / -1.26
HOMO energy (spin up / spin down) (eV): -9.163 / -10.292
Kohn-Sham gap (spin up / spin down) (eV): 6.6 / 9.0


Least stable of them? B).


A) This record from OMol25 describes a 3-piece molecular cluster, C6H15N overall. The level of theory is ωB97M-V/def2-TZVPD.

The geometry in ORCA input format:
```
! RIJCOSX wB97M-V def2-TZVPD def2/J DEFGRID3
* xyz 1 2
C 1.412 0.744 -0.594
C 0.364 0.175 0.186
C -0.985 0.543 0.239
C -1.458 1.771 -0.560
C -1.910 -0.052 1.058
C -0.999 -2.657 -0.902
N 3.396 0.868 1.316
H 1.243 1.773 -0.912
H 2.274 0.889 0.257
H 1.868 0.164 -1.396
H 0.719 -0.391 1.050
H -1.649 -2.158 -1.627
H -2.396 1.474 -1.025
H -1.645 2.562 0.150
H -0.722 1.997 -1.307
H -1.631 -0.791 1.799
H -2.946 0.164 0.827
H -1.436 -3.555 -0.482
H -1.021 -1.836 -0.195
H -0.001 -2.855 -1.281
H 4.149 0.222 1.065
H 3.374 0.949 2.336
*
```

Results
LUMO (spin up / spin down) (eV): -6.34 / -6.39
HOMO energy (spin up / spin down) (eV): -14.361 / -14.144
Kohn-Sham gap (spin up / spin down) (eV): 8.0 / 7.8


B) This record from OMol25 describes C6H15N as an isolated structure. The level of theory is ωB97M-V/def2-TZVPD.

The geometry in ORCA input format:
```
! RIJCOSX wB97M-V def2-TZVPD def2/J DEFGRID3
* xyz 1 2
C 0.177 -2.105 0.759
C 1.197 -2.808 -0.165
C 0.323 -0.754 1.115
N 0.738 0.220 0.221
C 0.471 0.645 -2.191
C -0.211 0.474 -0.834
C -1.079 1.671 -0.442
H 0.483 -0.509 2.162
H -0.291 -2.825 1.436
H 2.075 -2.172 -0.241
H 0.785 -2.926 -1.169
H 1.413 -3.802 0.242
H -1.268 4.399 4.050
H -1.034 3.804 3.678
H -0.887 -1.195 0.780
H -0.063 1.334 -2.859
H 0.649 -0.285 -2.724
H 1.413 1.162 -1.974
H -0.958 -0.328 -1.005
H -1.530 1.463 0.582
H -1.831 1.913 -1.210
H -0.570 2.624 -0.208
*
```

Results
LUMO (spin up / spin down) (eV): -5.59 / -6.51
HOMO energy (spin up / spin down) (eV): -14.671 / -15.289
Kohn-Sham gap (spin up / spin down) (eV): 9.1 / 8.8


Least stable of them? B).


A) This record from OMol25 describes C3H7NO2S2 as an isolated structure. The level of theory is ωB97M-V/def2-TZVPD.

The geometry in ORCA input format:
```
! RIJCOSX wB97M-V def2-TZVPD def2/J DEFGRID3
* xyz 0 1
C -1.389 0.075 -0.550
C -0.528 -1.138 -0.133
C -0.714 1.311 0.231
N 0.867 -0.631 -0.535
O 1.641 0.996 1.403
O 1.594 1.703 -0.970
S 2.109 -1.632 -0.038
S 1.049 0.976 0.097
H -1.154 0.182 -1.578
H -2.417 -0.232 -0.424
H -0.623 -1.409 0.996
H -0.632 -2.005 -0.720
H -0.896 2.175 -0.272
H -0.964 1.237 1.256
H 2.059 -1.607 1.237
*
```

Results
LUMO (eV): 0.75
HOMO energy (eV): -9.529
Kohn-Sham gap (eV): 10.3


B) This record from OMol25 describes a 2-piece molecular cluster, C3H7NO2S2 overall. The level of theory is ωB97M-V/def2-TZVPD.

The geometry in ORCA input format:
```
! RIJCOSX wB97M-V def2-TZVPD def2/J DEFGRID3
* xyz 0 1
C -0.771 -1.302 -0.100
C -1.683 -0.337 0.712
C 0.443 0.654 -0.526
N 0.072 -0.576 -1.056
O 3.965 0.755 1.158
O -1.697 2.237 -0.182
S 5.162 0.529 0.349
S -0.940 1.332 0.675
H -0.115 -1.830 0.657
H -1.490 -2.090 -0.451
H -2.636 -0.271 0.226
H -1.832 -0.642 1.633
H 1.339 0.430 0.112
H 0.484 1.641 -1.192
H -0.300 -0.530 -2.014
*
```

Results
LUMO (spin up / spin down) (eV): -1.64 / -1.64
HOMO energy (spin up / spin down) (eV): -8.428 / -8.429
Kohn-Sham gap (spin up / spin down) (eV): 6.8 / 6.8


C) This record from OMol25 describes one molecule with the formula C3H7NO2S2. The level of theory is ωB97M-V/def2-TZVPD.

The geometry in ORCA input format:
```
! RIJCOSX wB97M-V def2-TZVPD def2/J DEFGRID3
* xyz 0 1
C -0.273 0.695 0.489
C 1.121 0.735 -0.152
C -0.723 -1.250 -0.700
N -0.731 -0.676 0.554
O 3.539 -2.573 -1.475
O 1.062 -0.097 -2.715
S 3.106 -1.406 -0.669
S 1.197 -0.643 -1.378
H -0.262 1.133 1.489
H -0.985 1.243 -0.134
H 1.312 1.649 -0.705
H 1.903 0.556 0.581
H -0.753 -2.328 -0.734
H -1.366 -0.761 -1.421
H -0.233 -1.227 1.244
*
```

Results
LUMO (spin up / spin down) (eV): -0.35 / -0.35
HOMO energy (spin up / spin down) (eV): -7.597 / -7.598
Kohn-Sham gap (spin up / spin down) (eV): 7.3 / 7.3


Least stable of them? B).


A) This record from OMol25 describes C33H30AsAuCl2F6INO4PS as an isolated structure. The level of theory is ωB97M-V/def2-TZVPD.

The geometry in ORCA input format:
```
! RIJCOSX wB97M-V def2-TZVPD def2/J DEFGRID3
* xyz 2 4
Au -1.239 -0.326 -0.714
I -0.546 -0.350 2.007
C -2.382 -0.403 3.006
C -2.177 -0.268 4.395
C -3.186 0.125 5.239
C -4.437 0.417 4.696
C -4.702 0.219 3.335
C -5.990 0.520 2.857
C -6.326 0.276 1.540
C -5.397 -0.329 0.714
C -4.095 -0.632 1.139
P -3.068 -1.560 -0.066
C -4.165 -2.138 -1.365
C -4.882 -3.326 -1.197
C -5.745 -3.746 -2.193
C -5.887 -2.995 -3.355
C -5.167 -1.823 -3.526
C -4.305 -1.388 -2.530
C -2.518 -3.036 0.820
C -3.207 -3.549 1.916
C -2.777 -4.724 2.515
C -1.666 -5.391 2.019
C -0.980 -4.886 0.922
C -1.402 -3.709 0.325
C -3.694 -0.289 2.452
H -1.183 -0.425 4.796
H -3.002 0.249 6.296
H -5.232 0.787 5.332
H -6.712 0.950 3.539
H -7.306 0.528 1.161
H -5.684 -0.569 -0.300
H -4.760 -3.927 -0.306
H -6.302 -4.665 -2.070
H -6.559 -3.334 -4.133
H -5.270 -1.242 -4.432
H -3.761 -0.463 -2.655
H -4.084 -3.045 2.305
H -3.317 -5.123 3.363
H -1.335 -6.308 2.487
H -0.117 -5.408 0.533
H -0.862 -3.316 -0.530
C 11.334 2.201 0.548
C 9.980 2.200 -0.036
C 9.222 0.998 -0.134
C 7.970 1.014 -0.669
C 7.435 2.245 -1.130
C 8.169 3.455 -1.044
C 9.417 3.428 -0.508
S 5.821 2.267 -1.864
O 5.801 3.415 -2.706
O 5.549 0.942 -2.312
N 4.919 2.551 -0.548
C 3.910 1.595 -0.058
C 2.624 1.696 -0.866
C 1.534 0.771 -0.362
O 1.622 0.266 0.767
O 0.562 0.635 -1.177
H 11.701 1.203 0.769
H 11.323 2.790 1.474
H 12.032 2.720 -0.115
H 9.664 0.074 0.213
H 7.382 0.113 -0.777
H 7.735 4.366 -1.435
H 10.010 4.331 -0.441
H 4.715 3.535 -0.412
H 3.734 1.825 0.991
H 4.331 0.594 -0.115
H 2.800 1.499 -1.923
H 2.211 2.707 -0.796
F -1.843 2.031 -1.609
As -3.128 2.752 -0.613
F -4.020 1.262 -0.915
F -3.825 3.457 -2.000
F -4.380 3.289 0.430
F -2.136 4.110 -0.306
F -2.379 1.917 0.760
Cl -2.840 1.348 -4.697
C -1.171 0.988 -4.324
Cl -0.977 -0.608 -3.513
H -0.781 1.731 -3.640
H -0.601 0.912 -5.242
*
```

Results
LUMO (spin up / spin down) (eV): -5.73 / -9.30
HOMO energy (spin up / spin down) (eV): -13.119 / -13.713
Kohn-Sham gap (spin up / spin down) (eV): 7.4 / 4.4


B) This record from OMol25 describes C33H30AsAuCl2F6INO4PS as an isolated structure. The level of theory is ωB97M-V/def2-TZVPD.

The geometry in ORCA input format:
```
! RIJCOSX wB97M-V def2-TZVPD def2/J DEFGRID3
* xyz 2 4
Au 0.617 -0.943 -2.537
I -0.827 1.206 0.804
C -1.752 3.045 1.239
C -1.671 3.462 2.566
C -2.205 4.678 2.958
C -2.832 5.488 2.022
C -2.948 5.085 0.678
C -3.611 5.917 -0.243
C -3.773 5.535 -1.562
C -3.259 4.318 -1.983
C -2.584 3.468 -1.100
P -1.938 1.937 -1.855
C -3.356 0.963 -2.356
C -4.675 1.314 -2.050
C -5.703 0.527 -2.537
C -5.429 -0.603 -3.300
C -4.116 -0.983 -3.551
C -3.083 -0.213 -3.058
C -1.051 2.598 -3.286
C -1.632 2.662 -4.551
C -0.904 3.222 -5.587
C 0.375 3.720 -5.363
C 0.947 3.655 -4.098
C 0.238 3.092 -3.054
C -2.409 3.831 0.252
H -1.180 2.835 3.298
H -2.122 4.985 3.992
H -3.245 6.445 2.315
H -4.003 6.865 0.104
H -4.291 6.172 -2.264
H -3.383 4.022 -3.016
H -4.896 2.195 -1.463
H -6.727 0.805 -2.329
H -6.244 -1.194 -3.694
H -3.900 -1.860 -4.145
H -2.052 -0.503 -3.230
H -2.617 2.255 -4.734
H -1.341 3.269 -6.575
H 0.931 4.151 -6.184
H 1.945 4.034 -3.927
H 0.680 3.015 -2.066
C 5.966 -4.406 8.714
C 5.000 -3.912 7.688
C 5.294 -2.804 6.891
C 4.400 -2.357 5.935
C 3.190 -3.015 5.786
C 2.869 -4.122 6.561
C 3.772 -4.562 7.508
S 1.992 -2.403 4.637
O 0.680 -2.731 5.106
O 2.308 -1.067 4.232
N 2.287 -3.363 3.286
C 2.347 -2.748 1.984
C 0.947 -2.328 1.481
C 0.939 -2.160 -0.026
O 1.409 -2.991 -0.779
O 0.372 -1.058 -0.461
H 6.834 -3.759 8.803
H 6.306 -5.414 8.464
H 5.479 -4.498 9.686
H 6.233 -2.287 7.036
H 4.611 -1.491 5.323
H 1.905 -4.598 6.438
H 3.529 -5.410 8.135
H 1.860 -4.277 3.333
H 2.782 -3.445 1.269
H 2.979 -1.865 2.074
H 0.619 -1.407 1.962
H 0.233 -3.122 1.711
F 0.782 0.036 -4.522
As 0.088 -1.020 -5.948
F -1.422 -0.218 -5.659
F -0.388 -2.079 -4.577
F -0.587 -2.104 -7.055
F 1.647 -1.700 -6.025
F 0.542 0.229 -7.014
Cl 1.687 -4.739 -4.634
C 2.465 -4.096 -3.198
Cl 2.795 -2.337 -3.245
H 3.435 -4.576 -3.103
H 1.846 -4.268 -2.326
*
```

Results
LUMO (spin up / spin down) (eV): -7.17 / -10.12
HOMO energy (spin up / spin down) (eV): -12.370 / -12.362
Kohn-Sham gap (spin up / spin down) (eV): 5.2 / 2.2


Least stable of them? B).


A) This record from OMol25 describes C3H8CsO as an isolated structure. The level of theory is ωB97M-V/def2-TZVPD.

The geometry in ORCA input format:
```
! RIJCOSX wB97M-V def2-TZVPD def2/J DEFGRID3
* xyz 1 1
Cs -10.600 -16.808 -24.945
C -15.478 -12.827 -23.101
C -14.623 -12.680 -21.848
C -14.646 -13.980 -21.002
O -13.294 -12.457 -22.205
H -15.714 -11.878 -23.583
H -16.490 -13.221 -23.007
H -15.024 -13.476 -23.850
H -14.988 -11.905 -21.174
H -14.019 -14.824 -21.292
H -15.684 -14.258 -20.820
H -14.251 -13.878 -19.991
H -12.832 -12.115 -21.436
*
```

Results
LUMO (eV): -4.09
HOMO energy (eV): -12.391
Kohn-Sham gap (eV): 8.3


B) This record from OMol25 describes C3H8CsO as an isolated structure. The level of theory is ωB97M-V/def2-TZVPD.

The geometry in ORCA input format:
```
! RIJCOSX wB97M-V def2-TZVPD def2/J DEFGRID3
* xyz 1 1
Cs -1.539 -2.144 -4.989
C 0.049 1.510 0.793
C 0.534 0.034 0.480
C -0.609 -0.979 0.266
O 1.299 -0.098 -0.715
H -0.645 1.832 0.017
H 0.801 2.297 0.844
H -0.464 1.593 1.751
H 1.161 -0.366 1.277
H -1.346 -0.803 1.049
H -0.279 -2.017 0.305
H -1.173 -0.843 -0.657
H 2.210 -0.016 -0.421
*
```

Results
LUMO (eV): -4.03
HOMO energy (eV): -12.670
Kohn-Sham gap (eV): 8.6


Least stable of them? A).


A) This record from OMol25 describes an isolated ion of composition C2H7N2O and charge +1. The level of theory is ωB97M-V/def2-TZVPD.

The geometry in ORCA input format:
```
! RIJCOSX wB97M-V def2-TZVPD def2/J DEFGRID3
* xyz 1 1
C -0.141 1.101 -0.114
C -0.585 -1.255 -0.022
N -1.070 0.137 -0.094
N 1.268 0.627 0.058
O -2.291 0.431 -0.057
H -0.281 2.091 0.006
H -1.440 -1.810 -0.447
H 0.303 -1.589 -0.633
H -0.636 -1.451 0.955
H 1.778 1.193 -0.653
H 1.353 -0.376 0.051
H 1.741 0.900 0.950
*
```

Results
LUMO (eV): -4.39
HOMO energy (eV): -14.112
SMILES string: C/[N+]([O-])=C\[NH3+]
Kohn-Sham gap (eV): 9.7


B) This record from OMol25 describes an isolated ion of composition C2H7N2O and charge +1. The level of theory is ωB97M-V/def2-TZVPD.

The geometry in ORCA input format:
```
! RIJCOSX wB97M-V def2-TZVPD def2/J DEFGRID3
* xyz 1 1
C -0.414 1.051 0.144
C 0.667 -1.507 -0.028
N 0.478 0.228 -0.321
N -1.388 0.675 0.974
O 1.493 0.618 -1.056
H -0.394 2.077 -0.127
H 0.929 -1.820 0.994
H -0.287 -1.904 -0.473
H 1.522 -1.401 -0.713
H -2.226 1.201 1.222
H -1.524 -0.322 1.250
H 1.143 1.104 -1.867
*
```

Results
LUMO (eV): -3.58
HOMO energy (eV): -14.748
SMILES string: CN(O)C=[NH2+]
Kohn-Sham gap (eV): 11.2


C) This record from OMol25 describes a 2-piece molecular cluster, C2H7N2O overall. The level of theory is ωB97M-V/def2-TZVPD.

The geometry in ORCA input format:
```
! RIJCOSX wB97M-V def2-TZVPD def2/J DEFGRID3
* xyz 1 1
C -1.559 0.398 -0.169
C 1.288 0.707 0.687
N -1.891 -0.867 -0.146
N 1.873 -0.212 0.020
O -2.399 1.413 -0.331
H 0.222 1.130 0.412
H 1.249 0.717 1.877
H -1.075 -1.534 -0.209
H -2.885 -1.100 -0.257
H 2.742 -0.654 0.455
H -1.899 2.342 -0.452
H 1.679 -0.186 -0.953
*
```

Results
LUMO (eV): -5.07
HOMO energy (eV): -12.434
Kohn-Sham gap (eV): 7.4


Least stable of them? A).


A) This record from OMol25 describes CHI2NO as an isolated structure. The level of theory is ωB97M-V/def2-TZVPD.

The geometry in ORCA input format:
```
! RIJCOSX wB97M-V def2-TZVPD def2/J DEFGRID3
* xyz 0 1
C -0.271 0.152 -0.772
N 0.126 -0.096 0.486
O 0.509 0.315 -1.668
I 2.152 -0.182 0.782
I -1.149 -0.378 2.039
H -1.367 0.187 -0.868
*
```

Results
LUMO (eV): -1.30
HOMO energy (eV): -9.313
Kohn-Sham gap (eV): 8.0


B) This record from OMol25 describes one molecule with the formula CHI2NO. The level of theory is ωB97M-V/def2-TZVPD.

The geometry in ORCA input format:
```
! RIJCOSX wB97M-V def2-TZVPD def2/J DEFGRID3
* xyz 0 1
C -1.350 -0.284 -0.417
N 1.348 0.321 1.206
O -2.425 -0.739 -0.559
I 0.688 -1.307 0.099
I 2.706 1.234 -0.023
H -0.968 0.775 -0.307
*
```

Results
LUMO (eV): -0.83
HOMO energy (eV): -8.163
Kohn-Sham gap (eV): 7.3


Least stable of them? B).